1.
# C16H37Cl8NO3

7 unconnected molecules or ions with the total composition C16H37Cl8NO3 at a distorted geometry (wB97M-V/def2-TZVPD, the Open Molecules 2025 dataset).

## Properties
Structure (SMILES)   CC(N)=O.CC(C)O.CC(C)O.ClCCCl.ClCCCl.ClCCCl.ClCCCl
Net charge   0

Last column: natural (NBO) charge in e.
Element x y z (Å)
Cl 3.882 -2.550 4.478  -0.042
C 4.675 -1.066 5.024  -0.400
C 5.335 -0.345 3.892  -0.378
Cl 4.147 0.208 2.657  -0.083
H 5.463 -1.335 5.731  0.224
H 3.945 -0.472 5.566  0.224
H 5.947 -1.065 3.347  0.225
H 5.966 0.504 4.130  0.231
Cl 0.879 7.383 1.278  -0.053
C 0.024 5.915 0.767  -0.396
C -0.165 5.824 -0.723  -0.387
Cl 1.343 5.413 -1.586  -0.064
H -0.934 5.920 1.281  0.225
H 0.596 5.047 1.091  0.225
H -0.508 6.763 -1.155  0.227
H -0.897 5.060 -0.976  0.225
Cl -2.148 -5.115 3.181  -0.041
C -1.917 -5.458 1.459  -0.399
C -1.138 -4.395 0.752  -0.385
Cl -1.849 -2.782 0.923  -0.071
H -2.886 -5.623 0.991  0.222
H -1.401 -6.416 1.399  0.229
H -1.006 -4.643 -0.301  0.231
H -0.120 -4.320 1.133  0.224
Cl 6.426 -2.863 -1.616  -0.055
C 4.842 -3.375 -0.987  -0.393
C 4.945 -4.449 0.068  -0.388
Cl 5.545 -3.792 1.610  -0.057
H 4.284 -3.711 -1.860  0.222
H 4.305 -2.511 -0.595  0.225
H 5.659 -5.211 -0.231  0.225
H 3.964 -4.893 0.220  0.219
C 0.321 1.966 -0.295  -0.643
C 0.595 0.547 -0.792  0.094
C 1.080 -0.384 0.315  -0.640
O -0.577 0.017 -1.434  -0.745
H -0.270 2.472 -1.059  0.210
H 1.265 2.521 -0.253  0.216
H -0.092 2.030 0.712  0.208
H 1.417 0.602 -1.503  0.176
H 1.699 -1.157 -0.155  0.203
H 0.377 -0.895 0.968  0.218
H 1.813 0.139 0.939  0.215
H -1.239 -0.097 -0.741  0.489
C -5.119 1.174 -0.187  -0.631
C -4.644 -0.190 0.228  0.099
C -5.205 -1.342 -0.592  -0.633
O -3.194 -0.174 0.023  -0.761
H -6.135 1.402 0.130  0.215
H -5.092 1.254 -1.279  0.218
H -4.428 1.936 0.170  0.223
H -4.768 -0.389 1.295  0.165
H -6.284 -1.242 -0.731  0.211
H -5.049 -2.289 -0.070  0.208
H -4.711 -1.390 -1.560  0.221
H -2.842 -0.884 0.562  0.464
O -3.234 2.825 -4.990  -0.630
C -2.328 2.493 -4.248  0.666
N -2.269 1.259 -3.676  -0.836
C -1.206 3.453 -3.939  -0.714
H -2.790 0.521 -4.115  0.399
H -1.584 1.053 -2.966  0.422
H -0.539 3.137 -3.133  0.206
H -1.594 4.449 -3.744  0.232
H -0.573 3.536 -4.826  0.242

Forces on the atoms, in the same order (eV/Å):
-0.1 -0.1 0.1
0.3 0.4 0.7
0.0 -0.5 -1.3
0.0 0.2 0.2
-0.1 -0.2 0.0
-0.1 0.1 -0.2
0.1 0.1 0.1
-0.2 0.1 0.5
0.1 0.1 0.0
0.1 -0.4 0.0
-0.2 0.3 -0.4
0.1 0.0 0.1
-0.1 0.0 -0.1
0.0 0.1 0.2
0.0 0.0 0.1
0.1 -0.1 0.1
0.0 0.0 0.1
-0.4 -0.6 -0.1
1.1 -0.1 -0.1
0.0 -0.2 -0.1
-0.1 0.3 0.2
0.2 0.1 0.0
-0.4 0.1 -0.1
-0.1 0.0 0.3
0.1 0.1 0.2
-0.4 0.2 -0.2
0.3 0.0 -0.3
-0.1 0.0 0.1
0.0 -0.3 0.1
0.3 0.1 0.0
-0.1 -0.1 -0.1
0.0 0.0 0.2
0.9 0.3 -0.3
-0.7 0.0 1.0
1.5 -0.2 -0.2
0.7 0.1 -0.1
-0.3 0.1 0.3
0.0 -0.1 0.0
-0.5 -0.2 -0.2
-0.4 -0.1 -0.5
-0.3 -0.2 0.1
-0.5 0.4 -0.2
-0.3 0.1 0.1
-0.3 0.1 -0.2
0.0 0.3 -0.5
1.2 -0.4 -0.2
-0.5 -0.1 0.4
-0.3 0.3 0.1
0.0 -0.1 0.1
0.0 -0.1 0.0
-0.1 0.0 0.3
-0.4 0.2 0.0
0.0 0.1 -0.1
0.1 0.0 -0.1
0.0 0.1 -0.1
-0.1 0.0 0.0
0.0 -0.1 -0.3
-0.3 0.0 0.1
0.4 0.5 -0.1
0.5 0.0 0.1
-0.2 0.0 0.2
0.1 -0.4 -0.1
-0.2 0.0 0.1
-0.1 0.0 0.1
-0.1 -0.1 -0.1

2.
# C16H28BeBrCaClF2LiN4NaO12P2

A molecular structure, C16H28BeBrCaClF2LiN4NaO12P2 at a distorted geometry (wB97M-V/def2-TZVPD, the Open Molecules 2025 dataset).

## Properties
Net charge   +2

Last column: natural (NBO) charge in e.
Element x y z (Å)
C -0.275 -2.930 2.754  -0.298
O 0.596 -2.223 1.760  -0.538
C 0.707 -0.862 2.312  0.030
N 0.475 0.252 1.308  -0.274
C -0.691 0.306 0.534  0.664
N -0.869 1.494 -0.430  -0.853
N -1.807 -0.714 0.587  -0.961
P -3.100 -0.248 1.722  1.455
O -2.559 0.215 3.149  -1.055
N 1.359 1.320 1.118  -0.345
C 1.288 2.329 2.242  0.908
O 0.951 3.599 1.880  -0.377
F 1.502 2.027 3.688  -0.315
C 2.769 0.852 0.832  1.055
O 3.160 0.606 -0.448  -0.744
F 3.723 0.694 1.955  -0.284
H 0.107 -2.775 3.870  0.176
H -0.301 -4.100 2.581  0.227
H -1.397 -2.567 2.713  0.184
H -0.104 -0.716 3.167  0.242
H 1.766 -0.806 2.851  0.249
H -1.833 1.451 -0.863  0.410
H -0.118 1.475 -1.154  0.460
H -2.155 -0.788 -0.412  0.446
H -3.955 -1.410 1.940  0.003
H -3.934 0.858 1.245  -0.089
Cl -1.455 2.824 -1.801  -0.652
Li -2.355 3.879 -0.079  0.963
C 2.446 -5.337 2.039  -0.169
C 2.100 -5.129 0.704  -0.285
C 2.104 -6.197 -0.193  -0.191
C 2.444 -7.476 0.247  -0.183
C 2.787 -7.685 1.583  -0.248
C 2.792 -6.615 2.478  -0.200
H 2.446 -4.504 2.737  0.195
H 1.828 -4.133 0.362  0.227
H 1.841 -6.033 -1.235  0.267
H 2.443 -8.309 -0.451  0.271
H 3.051 -8.682 1.926  0.243
H 3.064 -6.778 3.517  0.218
O 1.556 4.357 -0.946  -0.896
P 3.045 4.603 -0.657  2.388
O 3.584 3.482 0.246  -1.054
O 3.213 5.958 0.052  -0.660
O 3.829 4.617 -1.980  -0.712
C 1.165 -5.308 5.181  -0.260
O -0.066 -5.001 5.808  -0.820
H 0.968 -5.871 4.266  0.209
H 1.689 -4.382 4.931  0.179
H 1.777 -5.914 5.854  0.208
H 0.141 -4.503 6.617  0.490
Na -2.055 -4.457 5.637  0.993
Be -4.155 0.643 -0.530  0.150
Br 4.045 -6.622 -0.979  0.030
C -0.788 6.352 -6.679  -0.643
C -1.737 5.167 -6.715  -0.070
O -2.479 5.062 -5.493  -0.501
C -3.499 5.942 -5.349  0.982
O -3.835 6.795 -6.158  -0.629
O -4.069 5.732 -4.134  -0.510
C -5.098 6.666 -3.814  -0.258
H -0.144 6.302 -5.796  0.215
H -0.162 6.374 -7.576  0.222
H -1.335 7.299 -6.619  0.230
H -1.156 4.242 -6.813  0.186
H -2.415 5.215 -7.577  0.198
H -5.860 6.705 -4.600  0.206
H -4.662 7.655 -3.648  0.195
H -5.577 6.337 -2.887  0.181
Ca 3.240 -0.604 -2.379  0.918

Forces on the atoms, in the same order (eV/Å):
-0.6 -1.2 0.7
-1.8 1.0 2.4
0.1 -0.4 2.5
-2.8 -2.2 -0.6
0.9 0.9 -1.4
2.0 -8.7 5.8
0.7 2.7 0.5
2.0 1.1 6.2
-0.8 -1.8 -4.6
3.2 -0.3 2.5
-2.1 9.4 -0.6
2.4 -10.1 3.3
-0.6 0.0 -5.1
3.6 0.2 -4.9
-2.7 0.7 8.6
-3.9 0.6 -4.1
-0.6 -0.2 -2.4
0.5 2.5 -0.1
2.3 -0.4 -0.1
1.6 -0.1 -1.9
-2.1 0.5 -1.6
1.3 -1.3 0.7
-0.5 0.1 1.6
0.4 0.1 1.3
0.5 0.8 -1.1
0.7 -1.1 0.4
-3.1 7.3 -5.9
0.5 0.4 -0.6
-0.1 0.3 -0.7
-0.4 0.9 1.2
-0.9 1.5 -1.1
-0.4 -2.4 1.0
-0.2 -0.1 1.0
0.1 -0.6 -0.3
0.1 -0.1 -0.2
0.0 -0.2 0.0
-1.0 -0.1 0.4
-0.6 0.0 0.4
0.0 0.2 -0.2
0.0 -0.1 -0.2
0.4 0.5 -0.2
-0.4 -1.3 0.7
0.0 -0.4 0.0
0.0 -0.5 -1.0
-0.4 0.5 0.8
0.9 -0.3 -0.3
-0.4 0.6 0.8
-0.1 0.1 0.3
0.1 -0.2 0.0
0.0 0.1 -0.2
0.2 -0.4 -0.1
-0.8 0.0 -0.1
-0.9 0.3 -2.1
3.6 0.7 -1.6
-0.1 0.3 0.1
0.5 0.2 -0.6
-1.1 0.4 0.4
0.2 0.6 -0.8
0.4 -1.5 1.4
0.4 -0.1 -0.8
-0.4 0.3 0.1
0.0 -0.1 -0.1
-0.1 -0.1 0.1
0.0 -0.2 -0.1
-0.3 0.1 0.3
0.0 0.1 0.3
0.3 0.1 0.1
-0.1 -0.1 -0.2
0.3 -0.1 -0.2
0.2 0.0 0.1

3.
# C6H7O3

2 unconnected molecules or ions with the total composition C6H7O3 at a distorted geometry (wB97M-V/def2-TZVPD, the Open Molecules 2025 dataset).

## Properties
Net charge   -1
Relative energy (zero: lowest compared OMol25 entry of this formula, charge and spin)   337.79 kJ/mol

Last column: natural (NBO) charge in e.
Element x y z (Å)
C 1.622 -0.404 -0.934  -0.498
C 0.810 0.342 -1.650  -0.285
C -0.081 1.299 -1.798  0.607
C -0.621 -0.811 1.597  -0.532
C -1.836 -0.012 1.104  -0.565
C -1.639 -1.404 0.685  0.625
O -1.282 1.513 -1.543  -0.730
O 0.477 2.242 -2.906  -0.812
O -2.231 -2.410 0.454  -0.528
H 1.910 -1.401 -1.217  0.163
H 2.070 -0.055 -0.005  0.139
H 0.411 -0.647 1.374  0.246
H -0.812 -1.239 2.604  0.199
H -2.641 0.272 1.820  0.208
H -1.662 0.910 0.398  0.318
H 1.337 1.923 -3.127  0.446

Forces on the atoms, in the same order (eV/Å):
0.1 0.7 0.0
0.4 -2.3 1.3
-1.1 2.6 -3.0
-0.6 -1.5 1.1
-0.4 2.9 -1.4
-0.3 1.4 1.8
1.1 -0.1 0.4
-1.7 0.2 1.5
0.0 -0.8 -0.9
0.2 -0.5 -0.3
0.1 0.0 0.2
0.2 0.5 -0.4
0.5 0.2 -0.5
0.6 -0.7 -0.4
0.0 -2.1 0.8
0.9 -0.5 -0.2

4.
# H3NO2

2 unconnected molecules or ions with the total composition H3NO2 at a distorted geometry (wB97M-V/def2-TZVPD, the Open Molecules 2025 dataset).

## Properties
Structure (SMILES)   N=O.O
Net charge   0
Relative energy (zero: lowest compared OMol25 entry of this formula, charge and spin)   9.76 kJ/mol

Last column: natural (NBO) charge in e.
Element x y z (Å)
H 1.536 0.596 -0.611  0.486
H 1.672 -0.273 0.748  0.486
H -0.614 -0.118 0.249  0.283
N -1.510 0.425 -0.031  -0.033
O 1.271 -0.231 -0.189  -0.956
O -2.355 -0.399 -0.167  -0.267

Forces on the atoms, in the same order (eV/Å):
0.2 -0.1 0.4
-0.7 0.4 -2.4
-0.7 1.0 -0.3
1.6 -0.5 0.5
1.0 -0.4 2.0
-1.3 -0.5 -0.3

5.
# C2H5N

C2H5N in the gas phase at a distorted geometry (wB97M-V/def2-TZVPD, the Open Molecules 2025 dataset).

## Properties
Structure (SMILES)   C1CN1
Net charge   0
Relative energy (zero: lowest compared OMol25 entry of this formula, charge and spin)   87.22 kJ/mol

Last column: natural (NBO) charge in e.
Element x y z (Å)
C 0.796 -0.209 -0.069  -0.264
C -0.735 -0.247 -0.081  -0.279
H 1.235 -0.759 -0.934  0.202
H 1.243 -0.356 0.905  0.193
H -1.267 -0.241 0.860  0.186
H -1.258 -0.660 -0.927  0.196
H -0.061 1.474 0.567  0.342
N 0.047 0.998 -0.321  -0.576

Forces on the atoms, in the same order (eV/Å):
-1.4 -1.6 -0.3
1.3 0.6 0.1
0.0 1.0 0.8
0.3 0.0 -0.1
0.0 -0.3 0.0
0.0 0.0 -0.1
0.4 0.5 -0.2
-0.6 -0.1 -0.2

| no. | E_HOMO (eV) |
| --- | --- |
| 1 | -9.312 |
| 2 | -9.617 |
| 3 | -3.130 |
| 4 | -8.799 |
| 5 | -9.526 |